1.
103
Properties=species:S:1:pos:R:3:forces:R:3 method="wB97M-V/def2-TZVPD" de_lowest_kcal_mol=5.68 e_homo_ev="-1.1 / -3.6" energy_ev=-152714.79477 total_charge=-2 multiplicity=3 orbital_gap_ha="0.1711 / 0.2608"
Ti -2.2989 1.2283 1.0198 -0.2 -0.1 0.4
O -2.0073 -1.4264 -2.0747 -0.1 0.0 0.1
C -2.5409 -0.8714 -1.1308 0.1 -0.1 -0.2
O -1.9136 -0.4110 -0.0715 0.1 -0.2 0.1
C -4.0402 -0.7714 -0.9745 0.0 0.0 0.0
C -4.9141 -1.8159 -1.2107 0.0 0.0 0.0
C -6.1215 -1.8272 -0.5092 0.0 0.0 0.0
C -6.3649 -0.9728 0.5672 0.0 0.0 0.0
C -5.4422 0.0331 0.7990 0.0 0.0 0.0
C -4.4513 0.2835 -0.1589 0.0 0.1 0.0
O -3.7639 1.4100 -0.1260 -0.2 0.0 -0.4
N -5.2021 0.6503 2.0306 0.0 0.0 -0.1
O -3.8888 0.7517 2.3146 0.0 0.0 0.1
O -6.0546 0.6447 2.9482 0.0 0.0 0.0
N -7.0833 -2.8812 -0.7906 0.0 0.0 -0.1
O -6.8345 -3.6697 -1.6897 0.0 0.0 0.0
O -8.1091 -2.9250 -0.1305 0.0 0.0 0.1
H -4.6467 -2.6353 -1.8610 0.0 0.0 0.0
H -7.1876 -1.1391 1.2447 0.0 0.0 0.0
O -4.2815 4.4606 2.2654 0.0 0.0 0.0
S -2.8456 4.4948 2.3341 0.1 0.0 0.0
O -2.1933 5.5081 1.5399 0.0 0.0 0.0
N -2.1988 3.0088 2.0675 0.0 0.1 0.2
C -1.5549 2.5258 3.1855 0.0 0.0 0.0
S -0.9205 0.9271 3.0380 0.0 -0.1 0.0
C -1.5717 3.3936 4.2997 0.0 0.0 0.0
C -1.0134 3.2493 5.5842 0.0 0.0 0.0
C -1.1591 4.2768 6.4901 0.0 0.0 0.0
C -1.8473 5.4582 6.1650 0.0 0.0 0.0
C -2.4065 5.6084 4.8991 0.0 0.0 0.0
C -2.2658 4.5797 3.9956 0.0 0.0 0.0
H -0.4845 2.3394 5.8385 0.0 0.0 0.0
H -0.7346 4.1729 7.4824 0.0 0.0 0.0
H -1.9474 6.2469 6.8994 0.0 0.0 0.0
H -2.9444 6.5090 4.6293 0.0 0.0 0.0
F 6.9632 -3.3642 -4.5562 0.0 0.0 0.0
C 6.3241 -2.1787 -4.6266 0.0 0.0 0.0
F 7.2243 -1.2319 -4.2906 0.0 0.0 0.0
F 6.0433 -1.9788 -5.9347 0.0 0.0 0.0
C 5.1001 -2.1312 -3.7664 0.0 0.0 0.0
C 4.5626 -0.8994 -3.4124 0.0 0.0 0.0
C 3.4061 -0.8525 -2.6542 0.0 0.0 0.0
C 2.7890 -2.0258 -2.2138 0.0 0.1 0.0
C 3.3337 -3.2505 -2.5851 0.0 0.0 0.0
C 4.4827 -3.3053 -3.3623 0.0 0.0 0.0
P 1.2920 -1.7632 -1.1673 0.0 -0.2 0.1
C 0.6902 -3.5062 -1.0657 0.0 0.1 -0.1
C -0.1904 -3.9161 -2.0703 0.0 0.0 0.1
C -0.6698 -5.2146 -2.0940 0.0 0.0 0.0
C -0.2761 -6.1145 -1.1108 0.0 0.0 0.0
C 0.5867 -5.7185 -0.1011 0.0 0.0 -0.1
C 1.0672 -4.4169 -0.0849 0.0 0.0 0.1
C -0.7922 -7.5191 -1.1703 0.0 0.0 0.0
F -0.2868 -8.1993 -2.2276 0.0 0.0 0.0
F -2.1314 -7.5675 -1.3024 0.0 0.0 0.0
F -0.4812 -8.2365 -0.0732 0.0 0.0 0.0
C 2.0952 -1.6391 0.4875 0.0 0.0 -0.1
C 3.4687 -1.7290 0.7064 0.0 0.0 0.0
C 3.9895 -1.6115 1.9837 0.0 0.0 0.0
C 3.1371 -1.4052 3.0597 0.0 0.0 0.0
C 1.7668 -1.3057 2.8608 0.0 0.0 0.0
C 1.2518 -1.4166 1.5766 0.0 0.1 0.0
C 3.7267 -1.3166 4.4333 0.0 0.0 0.0
F 4.0314 -2.5410 4.9332 0.0 0.0 0.0
F 4.8862 -0.6201 4.4428 0.0 0.0 0.0
F 2.9109 -0.7348 5.3214 0.0 0.0 0.0
H 5.0387 0.0196 -3.7285 0.0 0.0 0.0
H 2.9763 0.1070 -2.3935 0.0 0.0 0.0
H 2.8667 -4.1746 -2.2694 0.0 0.0 0.0
H 4.9000 -4.2619 -3.6465 0.0 0.0 0.0
H -0.5284 -3.1917 -2.7989 -0.1 0.0 0.0
H -1.3651 -5.5252 -2.8637 0.0 0.0 0.0
H 0.8799 -6.4174 0.6698 0.0 0.0 0.0
H 1.7334 -4.1083 0.7109 0.0 0.0 0.0
H 4.1435 -1.8816 -0.1255 0.0 0.0 0.0
H 5.0584 -1.6734 2.1430 0.0 0.0 0.0
H 1.1036 -1.1046 3.6908 0.0 0.0 0.0
H 0.1831 -1.2951 1.4212 0.0 -0.1 0.0
C 4.0456 2.6600 -2.1659 0.0 0.0 0.0
C 4.0462 2.1903 -0.8593 0.0 0.0 0.0
C 2.8481 1.8911 -0.2273 0.0 0.0 0.0
C 1.6183 2.0718 -0.8706 0.0 0.0 -0.1
C 1.6363 2.5179 -2.1981 0.0 0.0 0.1
C 2.8342 2.8112 -2.8329 0.0 0.0 0.0
C 0.3865 1.7083 -0.1391 0.0 0.0 0.0
C -0.8660 2.1700 -0.2588 0.1 0.1 -0.1
C -1.2192 3.2801 -1.1656 0.0 0.0 -0.1
C -0.6971 4.5590 -0.9651 0.0 0.0 0.1
C -1.0011 5.5970 -1.8288 0.0 0.0 0.0
C -1.8340 5.3807 -2.9185 0.0 0.0 0.0
C -2.3786 4.1193 -3.1191 0.0 0.0 0.0
C -2.0862 3.0831 -2.2443 0.1 0.0 0.0
H 4.9794 2.8949 -2.6633 0.0 0.0 0.0
H 4.9836 2.0510 -0.3332 0.0 0.0 0.0
H 2.8484 1.5182 0.7917 0.0 0.0 0.0
H 0.7003 2.6262 -2.7276 0.0 0.0 0.0
H 2.8235 3.1568 -3.8599 0.0 0.0 0.0
H 0.5795 0.9533 0.6185 0.0 0.0 0.0
H -0.0639 4.7352 -0.1048 0.0 0.0 0.0
H -0.5981 6.5852 -1.6422 0.0 0.0 0.0
H -2.0753 6.1952 -3.5915 0.0 0.0 0.0
H -3.0444 3.9425 -3.9558 0.0 0.0 0.0
H -2.5231 2.1046 -2.3930 0.0 0.0 0.0

---

2.
97
Properties=species:S:1:pos:R:3:forces:R:3 method="wB97M-V/def2-TZVPD" de_lowest_kcal_mol=3.10 e_homo_ev=-3.2 energy_ev=-113750.82816 total_charge=-1 orbital_gap_ha=0.2006
Cd -0.7491 -0.2641 -0.6206 -0.2 -0.3 -0.1
C -2.6087 3.9314 -1.5191 0.0 0.0 0.0
O -1.1716 3.9172 -1.6126 0.0 0.0 -0.1
C -0.8055 2.6196 -1.5188 -0.2 -0.1 -0.4
N -1.7388 1.7497 -1.5173 0.1 0.2 0.6
C -3.0234 2.4497 -1.6426 0.1 0.0 -0.2
C -4.0701 2.0280 -0.6438 0.0 -0.1 -0.1
C -5.4105 2.0055 -1.0116 0.0 0.0 0.0
C -6.3839 1.6212 -0.1003 0.0 0.0 0.0
C -6.0207 1.2459 1.1862 0.0 0.0 0.0
C -4.6841 1.2719 1.5589 -0.1 0.0 0.0
C -3.7179 1.6687 0.6472 0.0 0.0 0.1
C 0.6427 2.3254 -1.4319 0.1 -0.1 -0.3
C 1.5006 3.2807 -1.8880 0.0 0.0 -0.1
C 2.9016 2.9602 -1.8818 0.0 0.0 0.1
C 3.3102 1.8111 -1.3229 0.0 -0.1 0.0
C 2.3548 0.8879 -0.6992 0.1 0.1 0.0
N 0.9786 1.1211 -0.9036 -0.1 0.3 0.0
C 2.8383 -0.1351 0.0231 0.1 -0.1 0.0
N 2.1562 -1.1326 0.7454 0.0 -0.1 0.0
C 3.0814 -1.5769 1.7933 0.0 0.0 0.0
C 4.4707 -1.1872 1.2272 0.0 0.0 0.0
O 4.2268 -0.2952 0.1602 0.0 0.0 0.0
C 2.8802 -0.9393 3.1477 -0.1 0.1 -0.1
C 3.0528 -1.6845 4.3075 0.0 0.0 0.0
C 3.0049 -1.0746 5.5558 -0.1 0.0 0.0
C 2.7592 0.2870 5.6528 0.0 0.0 0.0
C 2.5635 1.0345 4.4966 -0.1 0.0 0.0
C 2.6329 0.4271 3.2531 -0.1 0.1 0.0
H -2.9970 4.5599 -2.3176 0.0 0.0 0.0
H -2.8890 4.3492 -0.5510 0.1 0.0 0.0
H -3.4141 2.2443 -2.6425 0.0 0.0 0.0
H -5.6940 2.2750 -2.0235 0.0 0.0 0.0
H -7.4239 1.5972 -0.4019 0.0 0.0 0.0
H -6.7756 0.9169 1.8898 0.0 0.0 0.0
H -4.3879 0.9645 2.5542 0.0 0.0 0.0
H -2.6790 1.6892 0.9414 -0.2 -0.1 -0.1
H 1.1223 4.2079 -2.2880 0.0 0.0 0.0
H 3.6185 3.6446 -2.3200 0.0 0.0 0.0
H 4.3552 1.5423 -1.2862 0.0 0.0 0.0
H 3.0248 -2.6592 1.9023 -0.1 0.0 0.1
H 5.0207 -2.0631 0.8704 0.0 0.0 -0.1
H 5.0706 -0.6760 1.9833 0.1 -0.1 0.0
H 3.2326 -2.7520 4.2317 0.0 0.0 0.0
H 3.1461 -1.6673 6.4522 0.0 0.0 0.0
H 2.7086 0.7625 6.6249 0.0 0.0 0.0
H 2.3542 2.0963 4.5639 0.0 0.0 0.0
H 2.4915 1.0078 2.3482 0.0 0.0 0.0
F -2.2854 -2.3514 -6.5092 0.0 0.0 0.0
C -1.9109 -1.9763 -5.2739 0.0 0.0 0.0
C -0.5723 -1.9208 -4.9364 0.0 0.0 -0.1
F 0.3533 -2.2427 -5.8591 0.0 0.0 0.0
C -0.2218 -1.5304 -3.6548 0.1 -0.1 0.1
F 1.1139 -1.4958 -3.3963 -0.2 0.1 0.0
C -1.1239 -1.1976 -2.6738 -0.1 0.0 -0.2
S -2.1140 -1.9901 0.6416 -0.2 -0.1 -0.1
C -2.4425 -1.2632 -3.0661 0.0 0.0 0.0
F -3.4290 -0.9116 -2.1979 0.0 0.0 0.0
C -2.8623 -1.6428 -4.3280 -0.1 0.0 0.0
F -4.1668 -1.6855 -4.6620 0.0 0.0 0.0
S -1.9155 0.8680 4.3512 0.1 -0.1 -0.1
C -1.5542 2.3061 3.4610 0.0 0.0 0.0
C -1.7799 3.6391 3.7928 0.0 0.0 0.0
C -1.3450 4.6146 2.9138 0.0 -0.1 0.0
C -0.6771 4.2703 1.7314 0.0 0.0 0.0
C -0.4616 2.9478 1.3971 0.1 0.1 0.1
C -0.9278 1.9531 2.2579 0.3 0.2 0.2
N -0.7827 0.5945 2.0437 0.2 0.0 0.0
C -1.2073 -0.0910 3.0442 -0.1 0.0 0.3
C -1.1063 -1.5507 3.2154 0.1 0.1 0.1
C -0.6838 -2.0295 4.4579 0.1 0.1 0.0
C -0.5167 -3.3809 4.6939 0.0 0.0 0.0
C -0.7865 -4.2761 3.6639 0.0 0.1 0.0
C -1.2281 -3.8124 2.4378 -0.1 0.0 0.1
C -1.4131 -2.4438 2.1767 -0.1 0.0 -0.1
H -2.2858 3.9057 4.7122 0.0 0.0 0.0
H -1.5202 5.6575 3.1460 0.0 0.0 0.0
H -0.3149 5.0481 1.0709 0.0 0.0 0.0
H 0.0768 2.6629 0.4980 -0.1 0.1 0.7
H -0.4586 -1.3157 5.2398 0.1 0.0 0.0
H -0.1655 -3.7292 5.6570 0.0 0.0 0.0
H -0.6554 -5.3409 3.8201 0.0 0.0 0.0
H -1.4637 -4.5042 1.6383 0.0 0.0 0.0
Cl 3.6650 -2.4353 -2.2160 0.1 0.0 0.1
C 3.1825 -3.7091 -1.1437 0.0 0.0 0.0
C 3.8184 -4.9372 -1.2648 0.0 0.0 0.0
C 3.4468 -5.9926 -0.4478 0.0 0.0 0.0
C 2.4320 -5.8187 0.4825 0.0 0.0 0.0
C 1.8068 -4.5861 0.5888 0.0 0.0 0.0
C 2.1688 -3.5028 -0.2112 0.0 0.0 0.0
C 1.4476 -2.1871 -0.0213 0.2 0.0 0.2
H 4.5999 -5.0547 -2.0038 0.0 0.0 0.0
H 3.9423 -6.9502 -0.5481 0.0 0.0 0.0
H 2.1260 -6.6391 1.1190 0.0 0.0 0.0
H 1.0110 -4.4400 1.3118 0.0 0.0 0.0
H 0.5097 -2.4065 0.4948 0.1 -0.1 -0.1
H 1.2111 -1.7636 -0.9980 0.1 -0.1 0.0

---

3.
107
Properties=species:S:1:pos:R:3:forces:R:3 method="wB97M-V/def2-TZVPD" de_lowest_kcal_mol=30.49 e_homo_ev=-7.1 energy_ev=-177469.25724 total_charge=-1 orbital_gap_ha=0.2829
As -1.9953 2.6450 0.0188 0.2 -0.1 -0.6
F -1.4546 4.3207 0.2057 -0.9 -0.6 -0.5
F -3.0710 2.7735 1.3817 0.8 -0.2 0.2
F -2.2424 0.9004 -0.1363 -0.2 0.6 0.4
F -1.2300 2.5394 -1.5613 0.7 0.2 0.5
F -0.5126 2.2975 0.9417 -1.0 -0.2 -0.6
F -3.4363 2.9488 -0.9368 0.1 0.3 0.3
C -7.6875 1.5479 0.6438 1.4 -0.8 -0.7
C -7.1569 1.7540 2.0550 -0.9 1.1 0.3
C -6.1508 2.9242 2.1365 1.5 -0.5 0.1
F -6.6182 4.1501 1.8349 -0.7 -0.2 0.2
F -5.6196 2.9575 3.3892 -0.5 0.1 0.0
F -8.2233 1.9478 2.8887 0.1 0.3 0.0
F -6.5454 0.6357 2.5162 0.1 0.2 -0.7
O -8.2087 2.7536 0.1006 -1.0 -0.1 0.4
C -9.0963 2.6362 -0.9270 0.1 1.3 1.3
C -9.5217 4.0796 -1.2905 1.1 2.3 0.1
F -10.6235 4.1209 -2.0722 0.4 -0.4 0.2
F -9.7377 4.8955 -0.1989 -0.8 -1.2 0.3
F -8.5026 2.0301 -1.9660 -0.4 -0.3 -0.5
F -10.2102 1.9611 -0.5794 0.1 -0.6 -0.1
H -8.3387 0.6723 0.6572 -0.5 0.4 0.0
H -6.8410 1.2963 -0.0026 0.1 -0.3 0.2
H -5.3178 2.7250 1.4606 0.0 -0.2 -0.1
H -8.7004 4.6838 -1.7001 0.0 -1.0 -1.0
C 0.3028 6.9386 0.1319 -0.2 0.4 0.0
S -0.3965 8.4383 0.8903 1.1 0.3 0.0
O 0.6106 8.9309 1.8961 -0.6 -0.3 -0.5
C -0.1142 9.5114 -0.5695 -0.3 -0.3 -0.5
H 1.1948 7.2500 -0.4092 0.0 -0.2 -0.1
H -0.4723 6.5154 -0.5066 0.1 0.0 -0.2
H 0.5597 6.1977 0.8848 -0.1 0.2 0.2
H -0.5750 9.1516 -1.4939 -0.4 -0.3 0.3
H 0.9474 9.5539 -0.8141 0.1 0.1 0.5
H -0.5365 10.4948 -0.3754 0.2 0.0 0.2
C 7.3387 -2.1502 -2.7326 -0.1 -1.2 -1.4
C 6.7019 -2.8988 -1.7583 -0.1 1.5 -0.4
C 5.5883 -2.2795 -1.2092 -0.6 -1.5 0.9
C 5.0635 -1.0941 -1.6677 0.6 0.4 0.0
C 5.6191 -0.4708 -2.8156 -0.4 -0.1 0.8
C 6.7387 -1.0567 -3.3657 0.8 0.0 0.5
C 5.0752 0.8151 -3.3893 1.2 -1.1 -0.4
O 5.4901 1.1919 -4.4699 -0.2 0.3 0.3
C 4.0609 1.4727 -2.6001 -1.5 1.4 0.2
C 3.5888 2.7511 -2.9854 1.1 -0.3 -0.2
C 2.5110 3.3722 -2.3941 0.3 -0.5 0.6
C 1.8076 2.6192 -1.4577 -0.1 -0.3 0.3
C 2.2350 1.3514 -1.0629 -0.7 1.0 -0.3
C 3.4101 0.8054 -1.5544 0.4 -0.3 0.3
C 3.9252 -0.4847 -0.9330 -2.0 1.1 -2.1
O 3.2096 -0.9675 -0.0851 1.2 -0.9 0.6
H 8.2089 -2.6263 -3.1743 0.2 0.4 -0.1
H 7.0987 -3.8719 -1.5141 -0.2 0.0 0.5
H 5.0383 -2.7732 -0.4132 0.1 0.1 0.1
H 7.2144 -0.6327 -4.2388 -0.1 0.2 0.0
H 4.1961 3.2925 -3.7006 -0.1 -0.1 -0.2
H 2.3194 4.4145 -2.6051 -0.4 -0.1 -0.1
H 0.9057 2.9122 -0.9416 0.0 0.6 -0.3
H 1.5011 0.9011 -0.4083 0.7 -0.6 0.4
C -0.2186 -0.7085 -2.5957 1.7 0.9 1.0
C 0.4257 -0.2176 -3.7139 0.0 -0.9 -0.5
C 1.4581 -0.9726 -4.2649 -0.2 0.1 -1.7
C 1.9055 -2.1543 -3.7496 -1.0 -1.1 2.0
C 1.3402 -2.5859 -2.4774 1.8 0.8 -2.3
C 0.3806 -1.7919 -1.9006 -1.3 0.3 -0.2
C 1.9052 -3.7991 -1.8439 -2.0 0.4 1.4
O 1.3262 -4.2350 -0.8588 0.7 -0.3 -0.2
C 3.0841 -4.4378 -2.4196 1.5 0.1 -0.5
C 3.8325 -5.3583 -1.6960 -0.1 -0.7 0.3
C 4.9454 -5.9945 -2.2387 -0.2 -0.3 -0.3
C 5.3460 -5.7123 -3.5330 -0.5 1.0 0.0
C 4.6955 -4.6761 -4.2073 0.1 -0.9 -0.3
C 3.5746 -4.0405 -3.6760 0.3 -1.3 0.6
C 2.9521 -2.9649 -4.4378 0.6 1.9 -0.3
O 3.4605 -2.5915 -5.4838 -0.6 -0.3 0.0
H -0.9057 -0.0299 -2.1027 -0.4 -0.5 0.1
H 0.1285 0.6618 -4.2678 -0.3 0.1 0.3
H 1.7869 -0.7372 -5.2734 0.4 0.3 0.2
H 0.0245 -1.9955 -0.9028 -0.1 -0.4 -0.1
H 3.5142 -5.6731 -0.7108 -0.2 0.3 0.0
H 5.4559 -6.7949 -1.7182 -0.1 0.1 0.3
H 6.1522 -6.2506 -4.0109 0.1 0.0 0.0
H 5.0034 -4.4746 -5.2233 -0.1 0.4 0.0
C -0.5198 -5.4963 7.7802 -0.9 1.0 -0.5
C -1.7765 -4.9005 7.8923 -1.6 -0.8 0.3
C -2.2465 -3.8785 7.0860 1.6 0.4 -0.3
C -1.3706 -3.3867 6.1153 -0.7 0.6 -0.5
C -0.0580 -3.8684 6.0438 0.6 -0.2 0.0
C 0.3586 -4.8822 6.9071 0.4 -0.4 0.5
C 0.9032 -3.4258 4.9610 -1.2 0.6 -0.8
O 2.0675 -3.7276 4.9003 0.3 -0.3 0.7
C 0.2695 -2.6633 3.8227 0.3 0.1 0.1
C 1.0626 -2.2985 2.7336 0.1 0.0 -0.7
C 0.4844 -1.7290 1.6012 0.3 0.4 0.4
C -0.8419 -1.4028 1.6274 -2.0 1.0 0.1
C -1.6287 -1.5807 2.7460 0.7 -1.6 0.9
C -1.0779 -2.2975 3.8314 -0.7 1.2 -0.1
C -1.9307 -2.4259 5.0546 1.3 -1.2 -0.1
O -2.9983 -1.8813 5.1481 -0.4 0.0 0.5
H -0.2699 -6.4309 8.2589 0.1 0.2 0.4
H -2.5796 -5.3001 8.5065 0.5 -0.4 0.4
H -3.2282 -3.4441 7.2010 -0.1 -0.1 -0.1
H 1.3799 -5.2381 6.9699 0.1 0.2 -0.8
H 2.1347 -2.4365 2.7457 0.0 -0.3 0.2
H 1.0030 -1.3822 0.7199 0.7 -0.4 0.3
H -1.3639 -0.8564 0.8497 0.5 -0.1 -0.4
H -2.6715 -1.3042 2.7873 0.0 0.2 0.0